117
Properties=species:S:1:pos:R:3 method="wB97M-V/def2-TZVPD" total_energy_ha=-2015.3528 e_lumo_ev=0.30 homo_energy_ev=-9.40 relative_energy_ev=3.125 homo_lumo_gap_ev=9.694
C -4.0380 -1.1546 2.9435
C -5.2504 -0.5166 2.2307
O -6.3925 -0.8465 3.0238
H -3.8427 -0.6608 3.8954
H -3.1461 -0.9789 2.3420
H -4.1713 -2.2295 3.0654
H -5.3740 -0.7795 1.1801
H -5.0613 0.5540 2.3100
H -7.1602 -0.3979 2.6618
C -1.5015 0.2240 -3.9221
C -2.5550 0.0269 -5.0421
O -3.8123 0.0866 -4.3772
H -0.4922 0.0385 -4.2895
H -1.5956 -0.5605 -3.1713
H -1.6003 1.2188 -3.4876
H -2.4107 -0.9045 -5.5896
H -2.5274 0.8623 -5.7417
H -3.9733 -0.7752 -3.9862
C -0.3893 6.2767 -0.0404
C -1.0772 5.1345 -0.7515
O -0.3951 3.9758 -0.3880
H 0.6751 6.3621 -0.2595
H -0.5512 6.2517 1.0372
H -0.9015 7.1755 -0.3837
H -0.9580 5.2136 -1.8321
H -2.1147 5.2357 -0.4331
H -0.9359 3.2089 -0.5904
C 4.8887 1.0427 3.4896
C 4.8988 0.2539 2.1763
O 5.7362 0.9358 1.2371
H 4.5616 0.3464 4.2618
H 4.0796 1.7682 3.4055
H 5.8739 1.4200 3.7639
H 3.9031 0.2459 1.7329
H 5.3218 -0.7234 2.4089
H 5.2985 1.7374 0.9416
C 0.1107 -0.7581 5.7761
C -0.2547 -0.7163 4.2784
O 0.8235 -1.0643 3.4279
H -0.7087 -0.7158 6.4937
H 0.7478 0.0983 5.9969
H 0.6630 -1.6516 6.0670
H -0.5975 0.3092 4.1406
H -1.1275 -1.3411 4.0885
H 1.0306 -1.9863 3.5972
C 1.2006 2.5341 4.2136
C 0.7717 2.5734 2.7031
O 0.3600 3.8874 2.4346
H 1.7632 1.6216 4.4111
H 0.3152 2.4031 4.8356
H 1.8933 3.3412 4.4523
H -0.0703 1.9360 2.4331
H 1.6178 2.3717 2.0463
H 0.0358 4.0046 1.5386
C 1.1164 0.5558 -0.4206
C 0.1245 -0.6247 -0.2762
O -0.6585 -0.3393 0.8826
H 1.7483 0.3532 -1.2854
H 1.7317 0.6177 0.4770
H 0.7268 1.5618 -0.5762
H 0.5543 -1.6119 -0.1060
H -0.5407 -0.6901 -1.1372
H -0.2524 -0.6533 1.6938
C -1.0641 -4.4424 2.5004
C 0.4466 -4.2756 2.3065
O 1.0015 -3.9658 3.5607
H -1.2229 -5.3613 3.0648
H -1.5185 -4.6153 1.5249
H -1.4660 -3.5648 3.0067
H 0.7209 -3.5317 1.5585
H 0.8532 -5.1789 1.8518
H 1.1059 -4.7993 4.0255
C -3.6611 3.0014 -1.8173
C -3.2692 1.6488 -1.1678
O -2.1276 1.8426 -0.3599
H -2.8087 3.3260 -2.4141
H -3.8726 3.7814 -1.0859
H -4.5006 2.8989 -2.5050
H -2.9605 0.8837 -1.8801
H -4.1613 1.3520 -0.6163
H -1.9347 1.0228 0.1009
C -2.7590 -2.7567 -1.0067
C -4.1221 -2.2122 -1.4968
O -4.1492 -2.5076 -2.8949
H -2.7424 -3.8361 -0.8558
H -2.5571 -2.2985 -0.0385
H -1.9671 -2.4521 -1.6910
H -4.3091 -1.1534 -1.3174
H -4.9337 -2.7594 -1.0171
H -4.5179 -3.3939 -2.8948
C 2.9816 -3.3803 -0.7186
C 3.9917 -4.0511 -1.6946
O 4.1631 -5.3867 -1.3137
H 3.2891 -3.6617 0.2886
H 1.9702 -3.7603 -0.8625
H 2.9203 -2.2944 -0.7914
H 4.9875 -3.6132 -1.6259
H 3.5642 -3.9192 -2.6885
H 4.5910 -5.4174 -0.4549
C 3.5726 2.5562 -2.6594
C 2.2000 3.2923 -2.4649
O 2.1530 3.7299 -1.1403
H 3.5577 1.6051 -2.1272
H 4.4036 3.1683 -2.3091
H 3.8593 2.3565 -3.6919
H 1.3903 2.6530 -2.8168
H 2.1608 4.2265 -3.0251
H 1.2690 4.0180 -0.9012
C 2.3213 -1.3025 -3.9936
C 2.3521 -1.9889 -5.3367
O 1.0619 -1.6803 -5.9258
H 3.3157 -1.2077 -3.5573
H 1.7765 -1.9126 -3.2731
H 1.7979 -0.3474 -4.0382
H 2.5152 -3.0660 -5.2979
H 3.1580 -1.6238 -5.9733
H 1.0390 -0.7294 -6.0560

---

117
Properties=species:S:1:pos:R:3 method="wB97M-V/def2-TZVPD" total_energy_ha=-2015.3634 e_lumo_ev=0.61 homo_energy_ev=-9.46 relative_energy_ev=2.837 homo_lumo_gap_ev=10.075
C -4.3378 -1.2775 -2.4039
C -4.6250 -1.2072 -0.9324
O -3.5019 -0.9567 -0.1489
H -3.7092 -2.1613 -2.5802
H -3.8431 -0.4076 -2.7720
H -5.2584 -1.3987 -3.0141
H -5.0894 -2.1427 -0.5794
H -5.3090 -0.4141 -0.6734
H -3.1501 -1.8175 0.0787
C 3.7172 2.7714 -2.2983
C 2.8158 4.0076 -1.9388
O 1.5477 3.5637 -1.5944
H 4.5455 3.1905 -2.8722
H 3.1268 2.0047 -2.8746
H 4.2161 2.3567 -1.4451
H 2.7896 4.6122 -2.8472
H 3.2876 4.6470 -1.1286
H 0.8173 4.0491 -2.0200
C -1.8115 -3.1495 3.0686
C -2.8413 -3.7494 2.0639
O -2.6157 -3.4478 0.6373
H -0.8024 -3.4094 2.8567
H -2.1630 -3.5303 3.9840
H -1.9811 -2.0847 3.0508
H -3.8081 -3.3406 2.3566
H -3.0045 -4.7702 2.2407
H -1.7943 -3.9035 0.4325
C -4.1277 2.3580 -0.7343
C -2.8338 2.6748 0.0900
O -1.8405 3.1841 -0.7428
H -3.8908 1.5976 -1.4827
H -4.3863 3.2594 -1.2634
H -4.9515 2.1574 -0.0868
H -2.5557 1.7950 0.6175
H -3.0848 3.3618 0.8895
H -1.0010 2.6741 -0.6264
C 4.4384 -0.7773 -3.9402
C 5.4188 -1.0339 -2.7912
O 5.9490 -2.3873 -2.6944
H 4.0831 0.2623 -3.8731
H 3.5836 -1.4416 -3.8647
H 4.9092 -0.9316 -4.8830
H 4.9929 -0.7787 -1.8494
H 6.2869 -0.2900 -2.9854
H 6.5372 -2.3911 -3.4290
C 1.5375 -2.2218 4.2350
C 1.8163 -0.7129 4.1776
O 2.1569 -0.4449 2.8464
H 2.4115 -2.7618 4.0839
H 0.8356 -2.4192 3.4324
H 1.1260 -2.4993 5.1936
H 2.6463 -0.4796 4.8849
H 0.8727 -0.2205 4.5570
H 2.1337 0.5546 2.7387
C -1.7839 6.7407 -1.4222
C -1.2372 6.3019 -2.7684
O 0.0769 5.6840 -2.7652
H -1.6307 5.8751 -0.7387
H -2.8147 7.0313 -1.5457
H -1.1743 7.5866 -1.0927
H -1.1854 7.1237 -3.4892
H -1.8974 5.5486 -3.2020
H 0.7953 6.2980 -2.4935
C 1.3084 3.8237 3.8646
C 2.5610 3.3463 3.2361
O 2.3103 2.5234 2.0813
H 1.5374 4.2861 4.7556
H 0.6735 2.9039 3.9992
H 0.7000 4.4886 3.3165
H 3.1165 2.8123 3.9836
H 3.1702 4.1553 2.8718
H 1.3736 2.5279 1.8830
C -1.2386 0.8356 -3.7802
C 0.2893 0.6796 -3.6217
O 0.5926 -0.5286 -3.0578
H -1.7583 0.1160 -4.4855
H -1.5550 1.8437 -4.1125
H -1.6687 0.5001 -2.8323
H 0.6949 1.5355 -3.0618
H 0.7706 0.7782 -4.6008
H 0.0302 -1.2100 -3.4265
C -0.1727 -0.3411 0.4942
C 0.8441 0.6200 -0.1008
O 0.4200 1.9069 0.3387
H -1.1313 -0.1681 0.0357
H -0.1399 -0.3506 1.5904
H 0.1578 -1.3505 0.2485
H 0.7931 0.5823 -1.1846
H 1.8820 0.4901 0.1607
H 1.0533 2.5633 -0.0783
C -2.8611 -0.2390 4.9930
C -3.4423 0.2043 3.6131
O -3.9123 -0.9575 2.9145
H -2.0877 -0.9993 4.7761
H -3.5917 -0.6410 5.6675
H -2.4419 0.6101 5.5177
H -2.6782 0.6599 3.0025
H -4.2053 0.9549 3.6700
H -3.9716 -0.8010 1.9632
C 3.3126 -3.6264 -0.5083
C 2.9159 -3.5475 0.9095
O 2.2120 -4.7814 1.2761
H 3.8157 -2.7204 -0.8345
H 2.4195 -3.7339 -1.0727
H 3.9085 -4.5258 -0.7032
H 2.2949 -2.6598 1.1438
H 3.8283 -3.4529 1.5429
H 2.0594 -4.7787 2.2014
C 0.0185 -6.0080 -1.9119
C -1.0353 -5.9257 -0.7994
O -0.5425 -5.1686 0.3210
H 0.1069 -5.0332 -2.3028
H -0.2764 -6.6953 -2.6866
H 1.0014 -6.3171 -1.5608
H -1.4223 -6.8865 -0.4597
H -1.8863 -5.3899 -1.2198
H 0.4169 -5.2218 0.4019

---

125
Properties=species:S:1:pos:R:3 method="wB97M-V/def2-TZVPD" total_energy_ha=-5200.1909 e_lumo_ev=0.02 homo_energy_ev=-7.22 relative_energy_ev=0.000 homo_lumo_gap_ev=7.239
C 0.4837 1.7509 -6.7903
C 0.7787 1.3099 -5.4043
O 0.1127 2.0819 -4.4673
H 0.3177 2.8669 -6.9543
H -0.5023 1.3989 -7.1523
H 1.1687 1.2919 -7.3483
H 1.7927 1.3849 -5.2503
H 0.7977 0.2869 -5.2593
H 0.2357 1.6939 -3.6463
C -4.7763 -1.8811 0.5337
C -3.8753 -1.0491 -0.3953
O -4.6813 -0.1321 -1.1293
H -4.0263 -2.7541 0.9077
H -5.5503 -2.4961 0.0287
H -5.0913 -1.0031 1.1337
H -3.3953 -1.9981 -0.8963
H -3.2513 -0.5541 0.1357
H -4.1533 0.5579 -1.4933
C -3.3473 -0.6021 3.9987
C -3.1633 0.8259 3.6387
O -2.2353 0.7929 2.5397
H -3.8303 -1.1631 3.2327
H -4.1923 -0.5641 4.7477
H -2.4203 -1.1171 4.2187
H -2.7433 1.4079 4.5347
H -4.3133 0.9139 3.4057
H -1.4123 0.2409 2.9357
C -2.1573 -4.2601 0.3207
C -1.7883 -5.6321 -0.2413
O -0.5853 -6.1141 0.4347
H -3.1713 -4.1351 0.0837
H -1.8433 -3.4471 -0.2003
H -2.1403 -4.1831 1.4847
H -1.6113 -5.8381 -1.4183
H -2.6453 -6.2731 -0.2273
H 0.2067 -6.0591 -0.0463
C -0.5033 -1.9351 2.9737
C -0.2493 -1.1621 4.2877
O -0.7193 0.1709 4.2377
H -0.0093 -1.3601 2.0647
H -1.5103 -1.9521 2.5887
H -0.1163 -2.9421 3.2167
H 0.7887 -0.9831 4.3627
H -0.5683 -1.6481 5.2647
H -0.2853 0.6079 5.0997
C 3.4117 0.0699 -2.8373
S 4.6777 -0.7561 -1.8053
O 4.1477 -2.1701 -1.6533
C 5.9167 -0.8081 -3.0893
H 3.5247 1.0579 -2.4873
H 2.3237 -0.2661 -2.3873
H 3.6757 -0.1801 -3.8943
H 6.8637 -1.1481 -2.7063
H 6.0057 0.2829 -3.4133
H 5.6317 -1.3831 -3.8823
C -2.9833 3.8619 -0.2023
S -1.8973 4.8359 0.7987
O -2.2723 6.2929 0.6977
C -2.5823 4.4449 2.3827
H -2.6683 3.7909 -1.3183
H -3.9993 4.3849 -0.1153
H -2.8773 2.6869 0.1337
H -3.6063 4.8809 2.4847
H -1.9893 4.8629 3.1037
H -2.5943 3.4129 2.7057
C 1.2857 -3.2681 -1.8383
S 2.0267 -4.8611 -2.1473
O 1.1607 -5.8331 -1.3073
C 1.5067 -4.9751 -3.8923
H 0.3377 -3.3071 -2.1233
H 1.8927 -2.3731 -2.3943
H 1.1477 -3.1091 -0.8383
H 1.9097 -4.1151 -4.4533
H 0.2277 -5.1671 -4.1153
H 2.0077 -5.9301 -4.4893
C 1.2697 1.1089 0.5267
S -0.0953 1.4789 -0.4993
O 0.3797 1.3509 -1.9263
C -1.1163 0.0029 -0.2883
H 1.8277 2.0829 0.6077
H 1.8697 0.2999 0.2607
H 0.9597 0.9829 1.4257
H -1.7343 -0.2611 -1.1803
H -1.7763 0.0489 0.5077
H -0.4643 -1.0251 -0.1913
C 2.9157 -2.8771 1.7857
S 4.0407 -3.3111 3.0487
O 5.1937 -2.2321 3.0717
C 3.0237 -2.7881 4.4457
H 2.4567 -1.9861 1.8767
H 1.9997 -3.4971 1.8317
H 3.6707 -2.8521 0.8387
H 2.8877 -1.7461 4.6477
H 3.6197 -3.0061 5.3437
H 2.1427 -3.4481 4.4327
C 3.2237 1.4349 3.7127
S 2.7567 2.1169 5.3587
O 1.4567 1.3359 5.7137
C 3.8917 1.0729 6.2467
H 2.4677 1.6419 2.8817
H 3.3667 0.2959 3.7667
H 4.2707 1.7639 3.3297
H 3.4687 0.2129 6.4267
H 3.9247 1.2399 7.3867
H 5.0127 1.2289 6.0927
C -3.4643 1.6539 -4.8323
S -2.2123 1.4369 -3.6723
O -2.9863 1.3989 -2.3833
C -1.8573 -0.1751 -4.0913
H -3.6753 2.8059 -4.7903
H -4.4403 1.1199 -4.5363
H -3.3603 1.5569 -5.9693
H -2.8163 -0.6541 -4.2593
H -1.2853 -0.6621 -3.2183
H -1.3313 -0.0571 -4.9853
C 1.0997 6.9619 -0.0063
S 1.3957 5.2699 -0.3183
O 0.5047 4.3849 0.6007
C 0.6577 5.1629 -1.9623
H 0.1837 7.2529 0.1877
H 1.5377 7.7049 -0.7353
H 1.5507 7.3909 0.9747
H 1.4847 5.5039 -2.5243
H -0.2903 5.6509 -2.0053
H 0.3657 4.0659 -1.9613

---

121
Properties=species:S:1:pos:R:3 method="wB97M-V/def2-TZVPD" total_energy_ha=-2139.1104 e_lumo_ev=0.10 homo_energy_ev=-8.98 relative_energy_ev=3.975 smiles=COC[C@H](C)N.COC[C@H](C)N.COC[C@H](C)N.COC[C@H](C)N.COC[C@H](C)N.CO.CO.CO.CO.CO.CO homo_lumo_gap_ev=9.075
C -6.0505 -1.8612 -0.1628
O -7.0912 -2.5374 -0.9125
C -8.3978 -2.6995 -0.2384
C -8.3499 -3.9075 0.7271
C -8.2512 -5.2243 -0.0039
N -9.4908 -3.9733 1.6035
H -6.5206 -1.0365 0.3729
H -5.3424 -1.5329 -0.9237
H -5.4947 -2.5666 0.4548
H -8.8109 -1.8327 0.2775
H -9.0372 -2.8046 -1.1149
H -7.4076 -3.7651 1.2562
H -7.4309 -5.2027 -0.7214
H -9.1306 -5.4550 -0.6052
H -8.0563 -6.0332 0.7002
H -10.3507 -3.8304 1.0934
H -9.5970 -4.8838 2.0276
C 2.8112 0.4212 -4.7136
O 3.2470 0.4838 -3.3784
C 3.9455 -0.6921 -2.9438
C 4.1258 -0.6268 -1.3949
C 5.1232 -1.7394 -1.0173
N 2.8488 -0.8589 -0.7548
H 2.2419 -0.4545 -5.0254
H 3.7599 0.4049 -5.2501
H 2.2160 1.2358 -5.1261
H 3.4758 -1.6499 -3.1676
H 4.9322 -0.6748 -3.4066
H 4.4783 0.3546 -1.0777
H 6.0216 -1.6701 -1.6306
H 4.7630 -2.7664 -1.0784
H 5.4186 -1.6869 0.0306
H 2.5000 -1.7991 -0.8750
H 2.1015 -0.2367 -1.0274
C 1.1199 2.7183 -0.5352
O 0.3617 1.5807 -0.9073
C -0.1192 0.7578 0.1539
C -0.6012 -0.6819 -0.2674
C -2.0025 -0.7474 -0.6843
N -0.4852 -1.5007 0.9317
H 1.4833 3.1720 -1.4573
H 1.9289 2.3610 0.1019
H 0.5499 3.4437 0.0454
H 0.7287 0.6034 0.8212
H -0.8221 1.2458 0.8290
H 0.0498 -1.1346 -1.0153
H -2.4355 0.2032 -0.9957
H -2.6897 -0.9777 0.1298
H -2.1246 -1.4873 -1.4754
H 0.4919 -1.6513 1.1384
H -0.6602 -2.4550 0.6511
C -4.1116 0.9190 4.3518
O -4.1256 -0.0990 5.2988
C -2.9782 -1.0090 5.0639
C -3.1959 -1.8497 3.7933
C -4.3594 -2.7999 4.0047
N -1.9460 -2.6151 3.5348
H -4.1063 0.7062 3.2828
H -3.3608 1.7020 4.4575
H -5.1030 1.3657 4.4270
H -2.0471 -0.4431 5.0932
H -2.9484 -1.5855 5.9885
H -3.4812 -1.3030 2.8945
H -4.4492 -3.4592 3.1414
H -5.3380 -2.3289 4.0981
H -4.1820 -3.4962 4.8243
H -1.3723 -1.9644 3.0176
H -2.1536 -3.4040 2.9393
C 5.3660 2.8198 0.8978
O 5.6882 2.5627 2.3005
C 6.9904 3.1643 2.6392
C 7.3873 3.0276 4.1146
C 6.3597 3.4506 5.0690
N 8.4982 3.9847 4.2969
H 5.0347 3.8366 0.6869
H 4.4516 2.2742 0.6648
H 6.0803 2.4559 0.1592
H 7.7427 2.5741 2.1160
H 6.8948 4.2161 2.3696
H 7.6750 1.9819 4.2232
H 5.7332 4.2550 4.6836
H 6.8342 3.7209 6.0123
H 5.7024 2.5877 5.1761
H 9.2187 3.7465 3.6302
H 8.8483 4.0621 5.2411
C 5.4050 2.7925 -2.9706
O 4.0132 3.1450 -2.7777
H 5.8493 2.3914 -2.0596
H 5.5008 2.1422 -3.8401
H 6.0378 3.6399 -3.2345
H 3.5202 2.3238 -2.8430
C 0.9570 5.7969 -3.6884
O 1.4324 6.9135 -4.3129
H 1.3664 5.7872 -2.6782
H -0.1208 5.7451 -3.5346
H 1.0546 4.8108 -4.1424
H 2.3397 6.6773 -4.5193
C -5.2280 -1.7690 -3.8228
O -6.4829 -1.2067 -3.6926
H -5.2277 -2.5978 -4.5308
H -4.6891 -0.9839 -4.3533
H -4.6240 -2.0580 -2.9627
H -6.9005 -1.5483 -2.8985
C 1.2933 -3.5791 -2.2285
O 1.3350 -3.3563 -0.8430
H 0.5932 -2.9222 -2.7446
H 2.2566 -3.7148 -2.7202
H 0.6993 -4.4781 -2.3932
H 1.0059 -4.1584 -0.4307
C -0.9423 2.0226 -3.8382
O -2.2924 1.9672 -4.4638
H -0.2173 2.5406 -4.4660
H -0.9917 2.5723 -2.8982
H -0.7284 0.9989 -3.5309
H -2.2817 1.9429 -5.4235
C 2.9037 0.4006 2.7504
O 2.4780 -0.8274 2.2687
H 2.3991 0.4376 3.7158
H 3.9923 0.4569 2.7524
H 2.4610 1.1431 2.0865
H 2.6122 -0.8526 1.3185